1.
Here is one molecule with the formula C2H2N4S in a non-equilibrium geometry from the Open Molecules 2025 dataset. Energies are from ωB97M-V/def2-TZVPD.

The geometry in XYZ format:
```
9
Properties=species:S:1:pos:R:3
S 0.17 2.66 -0.91
C -0.09 1.12 -0.40
N -1.30 0.44 -0.63
N -1.40 -0.76 -0.28
C -0.35 -1.41 0.32
N 0.79 -0.86 0.59
N 0.87 0.42 0.31
H -0.47 -2.49 0.54
H 1.79 0.88 0.47
```

SMILES string ... S=c1nncn[nH]1
E_HOMO ... -9.10 eV
E ... -694.538652 hartree
Multiplicity ... 1
Total charge ... 0



2.
Here is a 2-piece molecular cluster, C2H2N4S overall in a non-equilibrium geometry from the Open Molecules 2025 dataset. Energies are from ωB97M-V/def2-TZVPD.

The geometry in XYZ format:
```
9
Properties=species:S:1:pos:R:3
H 2.69 2.40 0.25
N 2.05 1.61 0.36
N 0.91 1.96 -0.03
N -0.04 1.09 0.05
C -1.22 0.90 -0.14
S -2.70 0.45 -0.27
C -0.54 -2.80 -0.09
N -1.47 -2.42 0.46
H 0.31 -3.19 -0.59
```

SMILES string ... [H]/N=N/N=C=S.C#N
E_HOMO ... -9.09 eV
E ... -694.499397 hartree
Multiplicity ... 1
Total charge ... 0



3.
Here is one molecule with the formula C2H2NO2P in a non-equilibrium geometry from the Open Molecules 2025 dataset. Energies are from ωB97M-V/def2-TZVPD.

The geometry in XYZ format:
```
8
Properties=species:S:1:pos:R:3
O 2.14 -1.20 0.02
C 1.00 -0.96 0.15
C 0.63 0.41 -0.33
N -0.52 0.79 -0.53
P -2.23 0.49 -0.30
O -2.77 1.01 0.92
H 0.17 -1.46 0.65
H 1.58 0.92 -0.58
```

SMILES string ... O=C/C=N\P=O
E_HOMO ... -9.82 eV
E ... -623.962663 hartree
Multiplicity ... 1
Total charge ... 0



4.
Here is one molecule with the formula C2H2NO2P in a non-equilibrium geometry from the Open Molecules 2025 dataset. Energies are from ωB97M-V/def2-TZVPD.

The geometry in XYZ format:
```
8
Properties=species:S:1:pos:R:3
O 3.92 -0.68 -0.52
P 3.49 0.57 0.22
O 1.97 0.63 0.18
C 1.03 -0.18 -0.53
C 0.11 -0.65 0.48
N 1.04 -1.47 0.08
H 1.01 -0.13 -1.66
H -0.71 -0.09 0.90
```

SMILES string ... O=PO[C@@H]1C=N1
E_HOMO ... -10.08 eV
E ... -623.920613 hartree
Multiplicity ... 1
Total charge ... 0



5.
Here is an isolated ion of composition C2H2NO3 and charge -1 in a non-equilibrium geometry from the Open Molecules 2025 dataset. Energies are from ωB97M-V/def2-TZVPD.

The geometry in XYZ format:
```
8
Properties=species:S:1:pos:R:3
O 0.08 1.21 1.44
C -0.06 1.20 0.24
N 0.04 0.13 -0.59
C 0.05 -1.30 0.12
O 0.73 -1.33 1.11
O -0.43 -2.24 -0.51
H -0.15 2.19 -0.30
H -0.27 0.14 -1.51
```

SMILES string ... O=CNC(=O)[O-]
E_HOMO ... -4.20 eV
E ... -357.964223 hartree
Multiplicity ... 1
Total charge ... -1



6.
Here is a 2-piece molecular cluster, C2H2NO3S overall in a non-equilibrium geometry from the Open Molecules 2025 dataset. Energies are from ωB97M-V/def2-TZVPD.

The geometry in XYZ format:
```
9
Properties=species:S:1:pos:R:3
C -2.66 1.08 -0.20
C -0.16 1.79 -1.15
N 0.75 1.27 -0.37
O -3.20 1.70 -1.00
O 1.08 1.86 0.71
O 1.26 0.18 -0.74
S -2.45 0.21 1.08
H -0.34 2.80 -0.92
H -0.39 1.39 -2.23
```

E_HOMO ... -3.29 eV
E ... -756.009181 hartree
Multiplicity ... 1
Total charge ... -1



7.
Here is a 2-piece molecular cluster, C2H2NO3S overall in a non-equilibrium geometry from the Open Molecules 2025 dataset. Energies are from ωB97M-V/def2-TZVPD.

The geometry in XYZ format:
```
9
Properties=species:S:1:pos:R:3
C -2.07 -0.45 -0.49
C -1.06 0.31 0.28
N 2.88 -0.36 -0.02
O -2.60 -0.62 -1.52
O 2.01 0.50 -0.24
O 4.08 -0.08 -0.16
S -2.04 -1.01 1.19
H 0.06 0.31 0.30
H -1.25 1.40 0.66
```

E_HOMO ... -3.08 eV
E ... -755.998513 hartree
Multiplicity ... 1
Total charge ... -1



8.
Here is C2H2NdO4 as an isolated structure in a non-equilibrium geometry from the Open Molecules 2025 dataset. Energies are from ωB97M-V/def2-TZVPD.

The geometry in XYZ format:
```
9
Properties=species:S:1:pos:R:3
O -2.74 1.23 0.25
C -2.10 0.30 0.62
O -2.18 -0.70 1.27
O 0.18 0.56 -0.36
C 1.02 -0.56 -0.08
O 2.27 -0.36 -0.63
Nd 1.92 1.69 -1.61
H 0.54 -1.48 -0.47
H 1.09 -0.68 1.03
```

E_HOMO (spin up / spin down) ... -7.53 / -7.91 eV
E ... -939.722827 hartree
Multiplicity ... 5
⟨S²⟩ ... 6.01
Total charge ... 0